<one>
ORCA calculation (ωB97M-V/def2-TZVPD) on a single C2H2IN molecule.

Computed properties:
LUMO level (alpha / beta), eV: -0.78 / -0.88
Highest occupied orbital energy (alpha / beta), eV: -8.3 / -8.4
Orbital gap (alpha / beta), eV: 7.5 / 7.5

ORCA input file:
```
! wB97M-V def2-TZVPD RIJCOSX def2/J DEFGRID3
* xyz 0 1
C 1.226 0.985 0.406
C -0.980 -0.803 0.107
N 0.179 0.144 0.210
I 2.232 1.875 -1.154
H -0.718 -1.836 0.158
H -1.937 -0.364 0.273
*
```



<two>
ORCA calculation (ωB97M-V/def2-TZVPD) on 2 unconnected molecules or ions with the total composition C2H2IN.

Computed properties:
LUMO level (alpha / beta), eV: -4.73 / -4.73
Highest occupied orbital energy (alpha / beta), eV: -8.4 / -8.4
Orbital gap (alpha / beta), eV: 3.7 / 3.7

ORCA input file:
```
! wB97M-V def2-TZVPD RIJCOSX def2/J DEFGRID3
* xyz 0 1
C -0.844 -1.012 0.100
C -0.618 0.325 -0.144
N -1.121 -2.064 0.462
I 3.543 1.216 0.329
H -0.590 1.053 0.538
H -0.371 0.482 -1.286
*
```



Energetically preferred structure: <one> | next structure: +35.0 kJ/mol



<one>
ORCA calculation (ωB97M-V/def2-TZVPD) on a molecular structure, C2H2IN.

Computed properties:
LUMO level (alpha / beta), eV: -0.14 / -0.36
Highest occupied orbital energy (alpha / beta), eV: -8.8 / -8.2
Orbital gap (alpha / beta), eV: 8.7 / 7.8

ORCA input file:
```
! wB97M-V def2-TZVPD RIJCOSX def2/J DEFGRID3
* xyz 0 1
C -0.980 0.988 -0.101
C 0.102 -0.069 1.218
N -1.151 0.570 1.075
I 1.753 0.893 2.057
H -0.196 0.838 -0.845
H 0.339 -0.964 0.657
*
```



<two>
ORCA calculation (ωB97M-V/def2-TZVPD) on 2 unconnected molecules or ions with the total composition C2H2IN.

Computed properties:
LUMO level (alpha / beta), eV: -0.91 / -1.85
Highest occupied orbital energy (alpha / beta), eV: -9.1 / -10.6
Orbital gap (alpha / beta), eV: 8.2 / 8.7

ORCA input file:
```
! wB97M-V def2-TZVPD RIJCOSX def2/J DEFGRID3
* xyz 0 1
C 0.554 0.960 -0.196
C -0.394 0.133 0.351
N 1.259 1.767 -0.680
I -2.222 -0.128 -0.431
H 0.847 -2.074 -0.067
H -0.044 -0.658 1.023
*
```



Energetically preferred structure: <one> | next structure: +5.2 kJ/mol



<one>
ORCA calculation (ωB97M-V/def2-TZVPD) on a single C9H15NO3 molecule.

Computed properties:
LUMO level (alpha / beta), eV: -0.49 / -0.49
Highest occupied orbital energy (alpha / beta), eV: -8.1 / -8.1
Orbital gap (alpha / beta), eV: 7.7 / 7.7
Structure (SMILES): CC[C@@H]1CCCC(OC)=C1[N+](=O)[O-]

ORCA input file:
```
! wB97M-V def2-TZVPD RIJCOSX def2/J DEFGRID3
* xyz 0 1
C 2.092 2.330 1.249
C 0.679 1.886 0.934
C 0.569 1.148 -0.362
C -0.797 1.326 -1.149
C -1.855 0.627 -0.351
C -1.680 -0.907 -0.609
C -0.396 -1.386 -0.075
O -0.118 -2.674 0.200
C -1.208 -3.524 0.186
C 0.882 -0.276 -0.371
N 2.148 -0.868 -0.180
O 2.215 -2.045 0.152
O 3.156 -0.113 -0.430
H 2.048 2.566 2.425
H 2.267 3.180 0.695
H 2.909 1.548 1.124
H 0.153 2.898 1.012
H 0.319 1.188 1.691
H 1.270 1.608 -1.139
H -0.771 1.118 -2.240
H -0.989 2.463 -1.136
H -2.785 0.973 -0.752
H -1.650 0.925 0.638
H -1.516 -1.118 -1.769
H -2.545 -1.520 -0.221
H -2.096 -3.130 0.814
H -0.846 -4.580 0.493
H -1.455 -3.644 -0.827
*
```



<two>
ORCA calculation (ωB97M-V/def2-TZVPD) on 2 unconnected molecules or ions with the total composition C9H15NO3.

Computed properties:
LUMO level, eV: 0.81
Highest occupied orbital energy, eV: -8.9
Orbital gap, eV: 9.7
Structure (SMILES): CC1=CCO[C@@H](C/C=N\O)C1.C=O

ORCA input file:
```
! wB97M-V def2-TZVPD RIJCOSX def2/J DEFGRID3
* xyz 0 1
C -2.700 -1.790 -0.845
C -1.993 -0.682 -0.293
C -2.484 0.583 -0.310
C -1.611 1.783 0.053
O -0.486 1.454 0.776
C 0.242 0.432 0.149
C 1.551 0.310 0.967
C 2.586 1.293 0.573
N 3.381 1.786 1.348
O 3.561 1.077 2.537
C -0.589 -0.864 0.198
H -2.844 -2.682 -0.175
H -1.987 -2.163 -1.602
H -3.688 -1.658 -1.171
H -3.422 0.981 -0.733
H -1.365 2.269 -0.877
H -2.211 2.559 0.626
H 0.473 0.604 -0.989
H 1.357 0.578 1.995
H 1.970 -0.696 0.726
H 2.453 1.722 -0.387
H 3.964 1.752 3.182
H -0.521 -1.270 1.194
H -0.133 -1.699 -0.357
C 4.695 -0.995 -0.891
O 4.028 -1.239 -1.831
H 5.629 -1.402 -0.468
H 4.423 -0.064 -0.176
*
```



Energetically preferred structure: <two> | next structure: +247.1 kJ/mol



<one>
ORCA calculation (ωB97M-V/def2-TZVPD) on a single C4H5NO4 molecule.

Computed properties:
LUMO level, eV: -0.11
Highest occupied orbital energy, eV: -10.5
Orbital gap, eV: 10.3
Structure (SMILES): CC(=O)C(=O)NC(=O)O

ORCA input file:
```
! wB97M-V def2-TZVPD RIJCOSX def2/J DEFGRID3
* xyz 0 1
C -1.445 0.990 -1.175
C -0.790 0.555 0.093
O -1.360 0.052 1.028
C 0.719 0.815 0.124
O 1.185 1.895 -0.130
N 1.482 -0.274 0.439
C 1.059 -1.646 0.557
O 1.422 -2.444 -0.236
O 0.305 -1.909 1.599
H -0.880 1.797 -1.626
H -1.479 0.144 -1.860
H -2.472 1.308 -0.981
H 2.461 -0.169 0.228
H -0.207 -1.115 1.939
*
```



<two>
ORCA calculation (ωB97M-V/def2-TZVPD) on a single C4H5NO4 molecule.

Computed properties:
LUMO level, eV: -0.99
Highest occupied orbital energy, eV: -9.5
Orbital gap, eV: 8.5
Structure (SMILES): N[C@@H](C(=O)O)C(=O)C=O

ORCA input file:
```
! wB97M-V def2-TZVPD RIJCOSX def2/J DEFGRID3
* xyz 0 1
N -1.291 -0.651 -1.145
C -0.991 0.078 0.001
C 0.249 -0.772 0.981
O 0.405 -1.938 0.762
O 0.610 -0.147 2.101
C -0.101 1.276 -0.233
O -0.251 2.321 0.357
C 1.190 0.917 -0.938
O 1.371 -0.051 -1.652
H -1.816 -1.497 -0.958
H -0.443 -0.841 -1.698
H -1.843 0.317 0.642
H 1.013 -0.776 2.725
H 1.898 1.764 -0.945
*
```



Energetically preferred structure: <one> | next structure: +177.0 kJ/mol



<one>
ORCA calculation (ωB97M-V/def2-TZVPD) on 2 unconnected molecules or ions with the total composition CH2NO2S.

Computed properties:
LUMO level, eV: 3.70
Highest occupied orbital energy, eV: -1.7
Orbital gap, eV: 5.4

ORCA input file:
```
! wB97M-V def2-TZVPD RIJCOSX def2/J DEFGRID3
* xyz -1 1
C 0.731 -1.406 -1.153
N -0.801 0.814 0.973
O -0.010 -1.521 -2.032
O 1.571 -1.443 -0.329
S -0.247 1.570 -0.535
H 0.087 0.523 1.386
H -1.330 1.462 1.689
*
```



<two>
ORCA calculation (ωB97M-V/def2-TZVPD) on a gas-phase ion, CH2NO2S (charge -1).

Computed properties:
LUMO level, eV: 3.68
Highest occupied orbital energy, eV: -2.7
Orbital gap, eV: 6.4
Structure (SMILES): [NH-]OC(O)=S

ORCA input file:
```
! wB97M-V def2-TZVPD RIJCOSX def2/J DEFGRID3
* xyz -1 1
N 0.217 0.399 -0.194
O -1.059 0.856 0.107
C -1.988 0.010 0.090
O -1.283 -1.559 0.011
S -3.590 0.070 -0.044
H 0.735 1.248 -0.280
H -0.438 -1.343 -0.189
*
```



Energetically preferred structure: <one> | next structure: +351.3 kJ/mol



<one>
ORCA calculation (ωB97M-V/def2-TZVPD) on a gas-phase ion, CH7N2Si (charge +1).

Computed properties:
LUMO level, eV: -3.72
Highest occupied orbital energy, eV: -15.3
Orbital gap, eV: 11.5
Structure (SMILES): [NH3+]/C=N/[SiH3]

ORCA input file:
```
! wB97M-V def2-TZVPD RIJCOSX def2/J DEFGRID3
* xyz 1 1
N -1.952 -0.348 0.115
C -0.639 0.736 -0.321
N 0.345 0.234 -0.123
Si 2.080 0.062 -0.117
H -2.953 -0.163 -0.077
H -1.729 -0.868 1.013
H -1.507 -1.250 0.031
H -0.959 1.743 -0.509
H 2.088 -0.432 1.209
H 2.575 -1.034 -0.952
H 2.652 1.318 -0.270
*
```



<two>
ORCA calculation (ωB97M-V/def2-TZVPD) on 2 unconnected molecules or ions with the total composition CH7N2Si.

Computed properties:
LUMO level, eV: -5.19
Highest occupied orbital energy, eV: -13.6
Orbital gap, eV: 8.4

ORCA input file:
```
! wB97M-V def2-TZVPD RIJCOSX def2/J DEFGRID3
* xyz 1 1
C 1.682 0.688 0.074
N 2.137 -0.515 -0.135
N -1.215 0.601 -0.034
Si -2.577 -0.320 -0.056
H 0.831 0.786 0.813
H 1.768 -1.309 0.239
H 2.976 -0.617 -0.596
H 2.398 1.424 -0.347
H -3.927 0.103 0.373
H -2.378 -1.839 -0.346
H -1.548 1.637 -0.085
*
```



Energetically preferred structure: <two> | next structure: +72.3 kJ/mol